[1]
{
  "formula": "C58H114N6O22",
  "method": "ωB97M-V with the def2-TZVPD basis set",
  "elements": ["C", "C", "C", "C", "C", "C", "N", "O", "C", "C", "C", "H", "H", "H", "H", "H", "H", "H", "H", "H", "H", "H", "H", "H", "H", "H", "H", "H", "H", "C", "C", "C", "C", "C", "C", "N", "O", "C", "C", "C", "H", "H", "H", "H", "H", "H", "H", "H", "H", "H", "H", "H", "H", "H", "H", "H", "H", "H", "C", "C", "C", "C", "C", "C", "N", "O", "C", "C", "C", "H", "H", "H", "H", "H", "H", "H", "H", "H", "H", "H", "H", "H", "H", "H", "H", "H", "H", "C", "C", "C", "C", "C", "C", "N", "O", "C", "C", "C", "H", "H", "H", "H", "H", "H", "H", "H", "H", "H", "H", "H", "H", "H", "H", "H", "H", "H", "C", "C", "C", "N", "C", "C", "C", "C", "C", "H", "H", "H", "H", "H", "H", "H", "H", "H", "H", "H", "H", "H", "H", "H", "H", "H", "H", "C", "C", "C", "N", "C", "C", "C", "C", "C", "H", "H", "H", "H", "H", "H", "H", "H", "H", "H", "H", "H", "H", "H", "H", "H", "H", "H", "O", "C", "O", "O", "H", "O", "C", "O", "O", "H", "O", "C", "O", "O", "H", "O", "C", "O", "O", "H", "O", "C", "O", "O", "H", "O", "C", "O", "O", "H"],
  "positions_angstrom": [[-0.144, -2.227, -3.002], [-0.379, -1.181, -1.951], [-1.862, -1.081, -1.334], [-2.146, -2.222, -0.395], [-1.270, -2.202, 0.798], [0.302, -2.232, 0.453], [0.547, -1.322, -0.738], [1.838, -0.837, -1.003], [0.855, -3.682, 0.224], [1.052, -1.510, 1.683], [-0.260, 0.315, -2.489], [0.924, -2.288, -3.213], [-0.741, -1.941, -3.868], [-0.521, -3.208, -2.714], [-2.590, -0.969, -2.137], [-1.905, -0.145, -0.777], [-2.034, -3.198, -0.869], [-3.181, -2.219, -0.055], [-1.629, -2.712, 1.692], [-1.439, -1.249, 1.300], [0.701, -4.257, 1.137], [1.915, -3.772, -0.013], [0.309, -4.352, -0.439], [0.998, -0.421, 1.652], [2.110, -1.725, 1.537], [0.776, -1.802, 2.696], [0.352, 0.484, -3.374], [0.182, 1.024, -1.789], [-1.266, 0.683, -2.692], [4.735, 5.629, -3.301], [3.531, 4.669, -3.513], [2.900, 4.351, -2.091], [1.489, 3.891, -2.013], [0.601, 4.854, -2.769], [0.997, 4.993, -4.202], [2.430, 5.417, -4.387], [2.795, 5.745, -5.704], [0.053, 6.140, -4.664], [0.619, 3.703, -4.959], [4.082, 3.335, -4.217], [4.971, 6.314, -4.116], [5.631, 5.017, -3.203], [4.631, 6.201, -2.380], [2.848, 5.136, -1.337], [3.511, 3.542, -1.691], [1.090, 3.661, -1.025], [1.331, 2.853, -2.309], [0.689, 5.767, -2.181], [-0.428, 4.618, -2.498], [0.103, 6.995, -3.990], [-0.989, 5.822, -4.682], [0.341, 6.505, -5.650], [-0.415, 3.430, -4.746], [1.167, 2.825, -4.615], [0.815, 3.730, -6.031], [4.216, 3.483, -5.288], [3.355, 2.524, -4.249], [4.972, 2.964, -3.710], [1.025, -1.989, 6.288], [-0.333, -2.653, 6.523], [-1.380, -2.088, 5.466], [-2.610, -3.043, 5.326], [-2.222, -4.448, 4.971], [-1.323, -5.165, 5.980], [-0.063, -4.195, 6.184], [1.077, -4.807, 6.747], [-0.802, -6.366, 5.084], [-2.119, -5.593, 7.270], [-0.936, -2.502, 7.858], [1.077, -1.985, 5.199], [1.900, -2.414, 6.781], [0.988, -0.925, 6.523], [-0.863, -1.887, 4.528], [-1.679, -1.091, 5.791], [-3.327, -2.679, 4.591], [-3.164, -2.973, 6.263], [-1.717, -4.221, 4.032], [-3.004, -5.143, 4.666], [-0.077, -6.953, 5.648], [-0.269, -6.017, 4.200], [-1.511, -7.136, 4.780], [-1.391, -6.074, 7.923], [-2.890, -6.290, 6.940], [-2.675, -4.927, 7.929], [-1.956, -2.884, 7.910], [-0.987, -1.427, 8.033], [-0.376, -3.005, 8.646], [-2.691, 1.244, 2.487], [-2.003, 2.236, 3.536], [-0.501, 2.008, 3.716], [0.172, 3.129, 4.623], [-0.253, 4.522, 4.230], [-1.027, 4.686, 2.952], [-2.099, 3.624, 2.747], [-3.362, 3.995, 2.243], [-0.034, 4.554, 1.818], [-1.848, 6.080, 3.031], [-2.818, 2.327, 4.846], [-2.080, 1.143, 1.590], [-3.686, 1.628, 2.263], [-2.776, 0.242, 2.906], [0.036, 1.747, 2.804], [-0.480, 1.111, 4.334], [1.241, 3.059, 4.418], [-0.040, 2.834, 5.651], [0.556, 5.250, 4.174], [-0.732, 4.895, 5.135], [0.636, 5.414, 1.820], [-0.554, 4.735, 0.878], [0.468, 3.589, 1.741], [-2.268, 6.209, 2.033], [-1.194, 6.906, 3.313], [-2.702, 5.971, 3.699], [-2.728, 3.267, 5.392], [-2.681, 1.476, 5.513], [-3.894, 2.396, 4.690], [6.813, -3.947, 1.787], [6.070, -2.624, 1.440], [6.657, -1.874, 0.252], [6.244, -0.411, -0.009], [6.644, 0.461, 1.215], [4.705, -0.185, -0.338], [4.724, 0.894, -1.430], [5.851, 0.497, -2.358], [6.985, 0.093, -1.350], [6.259, -4.618, 2.444], [7.822, -3.706, 2.123], [7.070, -4.554, 0.919], [5.932, -2.002, 2.325], [5.087, -2.909, 1.066], [6.554, -2.523, -0.617], [7.722, -1.772, 0.464], [6.373, 1.501, 1.036], [7.724, 0.341, 1.294], [6.119, 0.030, 2.068], [4.077, -0.241, 0.551], [4.400, -1.098, -0.849], [4.929, 1.832, -0.916], [3.768, 1.022, -1.939], [6.176, 1.337, -2.971], [5.680, -0.354, -3.017], [7.539, 1.024, -1.229], [7.657, -0.633, -1.808], [-3.309, 1.305, -4.751], [-4.043, -0.058, -5.080], [-5.510, 0.227, -5.525], [-6.415, -1.076, -5.751], [-5.873, -1.826, -6.989], [-6.481, -2.049, -4.594], [-7.808, -1.779, -3.807], [-8.603, -0.614, -4.556], [-7.924, -0.689, -5.884], [-2.260, 1.154, -5.007], [-3.469, 1.331, -3.674], [-3.858, 2.159, -5.148], [-4.024, -0.659, -4.171], [-3.531, -0.683, -5.812], [-5.683, 0.651, -6.514], [-5.906, 0.966, -4.828], [-4.867, -2.136, -6.707], [-5.905, -1.048, -7.751], [-6.568, -2.612, -7.286], [-6.411, -3.053, -5.011], [-5.594, -1.970, -3.966], [-8.409, -2.685, -3.730], [-7.612, -1.393, -2.807], [-9.687, -0.522, -4.487], [-8.347, 0.312, -4.042], [-8.358, -1.564, -6.368], [-8.097, 0.188, -6.507], [3.569, -1.354, -5.981], [3.116, -0.255, -5.582], [3.055, 0.767, -6.275], [3.032, -0.293, -4.337], [3.626, -1.363, -5.022], [3.278, -5.218, 2.333], [2.844, -4.738, 3.492], [1.612, -4.697, 3.796], [3.837, -4.503, 4.155], [4.028, -5.179, 2.930], [-5.316, -1.616, 1.898], [-6.032, -1.891, 2.960], [-6.727, -1.016, 3.539], [-5.959, -3.109, 3.147], [-5.548, -2.505, 2.176], [-2.900, 4.587, -0.608], [-3.293, 3.611, -1.420], [-3.810, 4.075, -2.439], [-3.065, 2.420, -1.204], [-3.242, 4.977, -1.415], [1.915, -4.437, -3.490], [3.087, -4.924, -3.043], [3.584, -6.047, -3.388], [3.639, -4.085, -2.298], [2.134, -3.742, -2.865], [3.230, 1.367, 2.478], [2.941, 1.970, 1.378], [3.777, 2.809, 1.057], [1.912, 1.775, 0.745], [4.030, 1.895, 2.425]],
  "total_charge": 0,
  "largest_force_ev_per_a": 12.9,
  "gap_ev": 1.781,
  "e_tot_ev": -115946.851,
  "homo_energy_ev": -6.229
}

=====

[2]
{
  "formula": "C58H121Cl12N7O15P",
  "method": "ωB97M-V with the def2-TZVPD basis set",
  "elements": ["C", "C", "C", "O", "C", "N", "H", "H", "H", "H", "H", "H", "H", "H", "H", "H", "H", "H", "C", "C", "C", "O", "C", "N", "H", "H", "H", "H", "H", "H", "H", "H", "H", "H", "H", "H", "P", "O", "O", "O", "O", "Cl", "O", "O", "O", "O", "C", "C", "C", "C", "C", "C", "N", "O", "C", "C", "C", "H", "H", "H", "H", "H", "H", "H", "H", "H", "H", "H", "H", "H", "H", "H", "H", "H", "H", "C", "C", "C", "C", "C", "C", "N", "O", "C", "C", "C", "H", "H", "H", "H", "H", "H", "H", "H", "H", "H", "H", "H", "H", "H", "H", "H", "H", "H", "C", "C", "C", "C", "C", "C", "N", "O", "C", "C", "C", "H", "H", "H", "H", "H", "H", "H", "H", "H", "H", "H", "H", "H", "H", "H", "H", "H", "H", "C", "C", "C", "C", "C", "C", "N", "O", "C", "C", "C", "H", "H", "H", "H", "H", "H", "H", "H", "H", "H", "H", "H", "H", "H", "H", "H", "H", "H", "C", "C", "C", "C", "C", "C", "N", "O", "C", "C", "C", "H", "H", "H", "H", "H", "H", "H", "H", "H", "H", "H", "H", "H", "H", "H", "H", "H", "H", "Cl", "C", "C", "Cl", "H", "H", "H", "H", "C", "Cl", "Cl", "Cl", "H", "C", "Cl", "Cl", "Cl", "H", "C", "Cl", "Cl", "Cl", "H"],
  "positions_angstrom": [[-6.839, 3.489, -3.358], [-7.098, 1.973, -3.418], [-7.522, 1.561, -4.826], [-7.793, 0.167, -4.789], [-7.528, -0.551, -5.975], [-6.003, 1.177, -2.831], [-6.256, 0.243, -2.456], [-5.245, 1.067, -3.517], [-5.523, 1.685, -2.068], [-7.701, 4.085, -3.671], [-6.040, 3.805, -4.033], [-6.621, 3.901, -2.373], [-7.980, 1.880, -2.782], [-6.739, 1.805, -5.551], [-8.491, 2.007, -5.064], [-6.590, -0.167, -6.390], [-8.314, -0.439, -6.728], [-7.366, -1.585, -5.676], [-0.315, 0.558, 0.391], [-0.753, 1.417, -0.798], [0.311, 1.510, -1.882], [0.495, 0.217, -2.427], [1.339, 0.168, -3.549], [-1.988, 0.851, -1.399], [-2.310, -0.052, -0.943], [-2.822, 1.399, -1.128], [-1.949, 0.763, -2.412], [0.130, 1.257, 1.097], [0.398, -0.214, 0.091], [-1.183, -0.012, 0.739], [-1.076, 2.432, -0.565], [1.300, 1.713, -1.453], [0.018, 2.347, -2.522], [1.303, -0.759, -4.119], [2.343, 0.265, -3.109], [1.115, 0.994, -4.233], [-4.748, 0.519, 0.128], [-3.486, -0.448, 0.321], [-5.251, 0.695, 1.564], [-5.774, -0.440, -0.574], [-4.370, 1.869, -0.604], [-2.859, 2.103, -5.567], [-1.642, 2.197, -4.790], [-2.541, 1.970, -6.967], [-3.626, 0.924, -5.162], [-3.732, 3.215, -5.325], [3.073, 2.796, 5.341], [1.942, 1.794, 5.654], [1.357, 1.245, 4.352], [2.311, 0.416, 3.525], [2.688, -0.841, 4.313], [3.206, -0.508, 5.773], [2.412, 0.565, 6.385], [2.804, 0.848, 7.589], [3.084, -1.807, 6.560], [4.699, -0.179, 5.654], [0.890, 2.535, 6.461], [3.959, 2.412, 4.845], [3.337, 3.398, 6.211], [2.601, 3.522, 4.673], [0.496, 0.591, 4.524], [0.932, 2.081, 3.791], [3.265, 0.883, 3.258], [1.797, 0.321, 2.565], [3.536, -1.212, 3.734], [1.926, -1.605, 4.460], [3.675, -2.570, 6.054], [3.528, -1.684, 7.550], [2.045, -2.092, 6.724], [5.183, 0.005, 6.614], [5.315, -0.953, 5.184], [4.956, 0.616, 4.951], [1.225, 2.847, 7.451], [0.016, 1.897, 6.608], [0.553, 3.472, 6.015], [5.914, -1.170, 1.294], [5.638, -0.926, -0.214], [6.567, -1.887, -0.984], [6.129, -3.357, -1.083], [4.699, -3.445, -1.540], [3.730, -2.530, -0.735], [4.240, -1.148, -0.591], [3.412, -0.270, -0.152], [2.449, -2.536, -1.556], [3.339, -3.209, 0.586], [6.100, 0.462, -0.662], [6.825, -0.654, 1.602], [6.125, -2.232, 1.422], [5.075, -0.864, 1.918], [6.610, -1.533, -2.019], [7.577, -1.891, -0.571], [6.300, -3.857, -0.122], [6.827, -3.879, -1.741], [4.417, -4.494, -1.459], [4.685, -3.099, -2.577], [1.588, -2.103, -1.046], [2.488, -1.950, -2.477], [2.160, -3.529, -1.904], [2.517, -2.703, 1.100], [2.998, -4.245, 0.546], [4.128, -3.217, 1.344], [7.185, 0.537, -0.582], [5.635, 1.286, -0.125], [5.867, 0.615, -1.719], [2.086, 3.469, 1.480], [2.907, 4.337, 0.495], [4.339, 3.777, 0.605], [5.251, 4.307, -0.497], [4.637, 3.977, -1.879], [3.169, 4.416, -2.012], [2.346, 4.104, -0.833], [1.097, 4.413, -0.960], [3.164, 5.935, -2.220], [2.629, 3.666, -3.226], [2.810, 5.763, 1.067], [2.460, 3.569, 2.495], [2.083, 2.436, 1.120], [1.032, 3.748, 1.417], [4.769, 3.961, 1.593], [4.306, 2.685, 0.569], [6.258, 3.889, -0.429], [5.369, 5.382, -0.346], [4.765, 2.947, -2.211], [5.261, 4.631, -2.494], [3.842, 6.479, -1.560], [3.582, 6.168, -3.204], [2.173, 6.379, -2.153], [2.623, 2.583, -3.153], [1.581, 3.930, -3.388], [3.207, 4.073, -4.056], [3.698, 6.304, 0.733], [2.754, 5.839, 2.153], [1.878, 6.260, 0.794], [-1.739, -5.399, -0.417], [-1.936, -4.328, -1.492], [-1.297, -4.872, -2.813], [-1.627, -3.988, -4.023], [-3.123, -3.946, -4.158], [-3.821, -3.387, -2.918], [-3.382, -4.083, -1.705], [-4.003, -3.807, -0.606], [-3.528, -1.880, -2.997], [-5.301, -3.619, -3.274], [-1.109, -3.092, -1.056], [-2.194, -5.265, 0.562], [-0.706, -5.733, -0.342], [-2.380, -6.197, -0.818], [-0.209, -4.868, -2.724], [-1.722, -5.866, -2.981], [-1.207, -4.459, -4.915], [-1.215, -2.996, -3.842], [-3.449, -4.981, -4.335], [-3.384, -3.425, -5.080], [-4.140, -1.357, -3.728], [-3.826, -1.459, -2.028], [-2.485, -1.575, -3.094], [-5.667, -3.227, -4.223], [-5.448, -4.700, -3.371], [-5.947, -3.231, -2.484], [-0.346, -3.393, -0.334], [-1.683, -2.361, -0.472], [-0.646, -2.530, -1.870], [-3.662, -4.785, 6.086], [-3.124, -3.407, 5.746], [-1.844, -3.156, 6.540], [-0.632, -3.887, 6.008], [-0.439, -3.613, 4.518], [-1.703, -3.783, 3.647], [-2.855, -3.164, 4.328], [-3.891, -2.977, 3.589], [-1.354, -2.941, 2.395], [-1.880, -5.227, 3.223], [-4.137, -2.380, 6.309], [-4.660, -4.981, 5.694], [-3.697, -4.919, 7.170], [-2.975, -5.544, 5.710], [-1.427, -2.149, 6.381], [-1.861, -3.187, 7.631], [-0.800, -4.953, 6.215], [0.272, -3.629, 6.565], [0.268, -4.410, 4.266], [0.034, -2.648, 4.338], [-1.302, -1.873, 2.595], [-0.400, -3.332, 2.027], [-2.068, -3.178, 1.606], [-2.800, -5.442, 2.682], [-1.020, -5.565, 2.637], [-1.826, -5.955, 4.040], [-4.034, -2.455, 7.395], [-5.136, -2.743, 6.073], [-3.969, -1.348, 6.012], [-4.098, 5.680, 0.541], [-3.236, 4.827, -0.776], [-3.681, 5.351, -2.128], [-3.264, 7.070, -2.378], [-3.412, 3.754, -0.641], [-2.151, 4.911, -0.675], [-4.764, 5.280, -2.185], [-3.257, 4.845, -2.992], [5.660, 1.399, -5.886], [5.996, 3.128, -5.656], [4.288, 1.023, -4.876], [7.024, 0.370, -5.407], [5.470, 1.129, -6.918], [-3.249, 2.388, 3.008], [-1.634, 3.002, 2.539], [-4.169, 3.652, 3.830], [-3.055, 0.905, 4.006], [-3.791, 2.157, 2.082], [1.729, 2.551, -7.361], [2.806, 1.161, -7.713], [0.659, 2.831, -8.715], [2.661, 4.016, -7.060], [1.127, 2.279, -6.498]],
  "total_charge": -2,
  "multiplicity": 6,
  "largest_force_ev_per_a": 6.0,
  "gap_ev": [3.363, 3.359],
  "e_tot_ev": -262796.939,
  "homo_energy_ev": [-0.698, -0.695],
  "s_squared": 8.77
}